Record 1
This record from the Open Molecules 2025 dataset describes 11 unconnected molecules or ions with the total composition C32H54BrCl20O6PS. The level of theory is ωB97M-V with the def2-TZVPD basis set.

Values from the calculation:
Total energy ... -14220.53913 Eh
Frontier orbital gap ... 0.30989 hartree
LUMO level ... -0.004 Eh

Each atom is followed by the atoms it is bonded to, with distances in Å.
Atoms and positions in Å:
1 C 3.35380 3.43982 -0.55932  S2 1.797, H22 1.102, H23 1.096, H24 1.099
2 S 2.68085 2.52699 -1.95359  C1 1.797, O3 1.450, O4 1.444, C5 1.875
3 O 2.88176 3.35398 -3.12759  S2 1.450
4 O 1.28829 2.17359 -1.81099  S2 1.444
5 C 3.73641 1.00923 -2.26931  S2 1.875, O6 1.195, O7 1.350
6 O 4.81121 1.19152 -2.75784  C5 1.195
7 O 3.16401 -0.17145 -1.95252  C5 1.350, C8 1.446
8 C 4.02796 -1.08387 -1.23619  O7 1.446, C9 1.579, C12 1.543, P19 1.926
9 C 4.95002 -1.86577 -2.25176  C8 1.579, C10 1.538, H25 1.097, H26 1.109
10 C 4.28452 -2.11675 -3.61527  C9 1.538, O11 1.212, H27 1.111
11 O 4.79158 -2.89158 -4.39730  C10 1.212
12 C 4.92150 -0.42758 -0.16359  C8 1.543, C13 1.531, H28 1.107, H29 1.106
13 C 4.17123 0.43555 0.85455  C12 1.531, C14 1.404, C18 1.401
14 C 4.93344 1.22198 1.73299  C13 1.404, C15 1.400, H30 1.094
15 C 4.31818 2.02270 2.70271  C14 1.400, C16 1.401, H31 1.096
16 C 2.92775 2.07156 2.86638  C15 1.401, C17 1.412, H32 1.085
17 C 2.15999 1.30557 1.96232  C16 1.412, C18 1.396, H33 1.091
18 C 2.77916 0.52122 0.98788  C13 1.401, C17 1.396, H34 1.096
19 P 2.83335 -2.41631 -0.52398  C8 1.926, O20 1.673, Br21 2.241
20 O 3.12503 -3.85412 -1.32715  P19 1.673, H35 0.973
21 Br 3.37548 -2.85141 1.60630  P19 2.241
22 H 4.42819 3.22561 -0.43746  C1 1.102
23 H 2.85204 3.18859 0.38184  C1 1.096
24 H 3.24756 4.50040 -0.82656  C1 1.099
25 H 5.36041 -2.78541 -1.81584  C9 1.097
26 H 5.82113 -1.20934 -2.45412  C9 1.109
27 H 3.35626 -1.60348 -3.94698  C10 1.111
28 H 5.41469 -1.25598 0.38079  C12 1.107
29 H 5.74564 0.14401 -0.62881  C12 1.106
30 H 6.02624 1.25988 1.70772  C14 1.094
31 H 4.91030 2.63697 3.39119  C15 1.096
32 H 2.41655 2.66391 3.61826  C16 1.085
33 H 1.07076 1.29732 2.02482  C17 1.091
34 H 2.11405 -0.03404 0.31729  C18 1.096
35 H 3.87377 -4.27951 -0.87480  O20 0.973
36 Cl -1.15094 3.74141 0.85627  C37 1.785
37 C -1.19402 4.02112 -0.90612  Cl36 1.785, C38 1.515, H40 1.087, H41 1.086
38 C -2.55149 4.50936 -1.36887  C37 1.515, Cl39 1.785, H42 1.088, H43 1.089
39 Cl -3.80273 3.24299 -1.23537  C38 1.785
40 H -0.90801 3.09663 -1.40146  C37 1.087
41 H -0.43596 4.76814 -1.12348  C37 1.086
42 H -2.50786 4.79640 -2.41716  C38 1.088
43 H -2.88395 5.37228 -0.79410  C38 1.089
44 Cl -5.27708 -0.02364 1.91880  C45 1.781
45 C -5.07852 0.75073 0.32704  Cl44 1.781, C46 1.507, H48 1.087, H49 1.089
46 C -6.32681 0.65774 -0.51214  C45 1.507, Cl47 1.785, H50 1.090, H51 1.088
47 Cl -6.66034 -1.01580 -1.03533  C46 1.785
48 H -4.22872 0.28766 -0.16900  C45 1.087
49 H -4.83519 1.79555 0.51272  C45 1.089
50 H -6.20980 1.25419 -1.41642  C46 1.090
51 H -7.19919 1.02222 0.02595  C46 1.088
52 Cl 1.55167 7.67246 3.96849  C53 1.782
53 C 1.20542 7.72948 2.22157  Cl52 1.782, C54 1.509, H56 1.088, H57 1.089
54 C 1.03592 6.35171 1.63045  C53 1.509, Cl55 1.783, H58 1.090, H59 1.086
55 Cl 2.56503 5.43625 1.59497  C54 1.783
56 H 2.01085 8.27701 1.73619  C53 1.088
57 H 0.28383 8.29738 2.09899  C53 1.089
58 H 0.69634 6.43179 0.59794  C54 1.090
59 H 0.30692 5.76579 2.18293  C54 1.086
60 Cl 1.50283 0.91018 4.60024  C61 1.789
61 C 0.90513 -0.32315 5.75023  Cl60 1.789, C62 1.507, H64 1.089, H65 1.090
62 C 2.00317 -1.25530 6.19480  C61 1.507, Cl63 1.779, H66 1.090, H67 1.088
63 Cl 2.55969 -2.30660 4.87219  C62 1.779
64 H 0.08935 -0.86183 5.27140  C61 1.089
65 H 0.50264 0.20792 6.61306  C61 1.090
66 H 1.63607 -1.90650 6.98749  C62 1.090
67 H 2.86435 -0.70851 6.57411  C62 1.088
68 Cl -11.73873 -4.71127 -0.06126  C69 1.785
69 C -10.03859 -4.19254 -0.22189  Cl68 1.785, C70 1.507, H72 1.088, H73 1.088
70 C -9.82709 -3.28118 -1.40363  C69 1.507, Cl71 1.783, H74 1.089, H75 1.088
71 Cl -10.01994 -4.13504 -2.95682  C70 1.783
72 H -9.42021 -5.08517 -0.28943  C69 1.088
73 H -9.78138 -3.66641 0.69524  C69 1.088
74 H -8.81304 -2.88461 -1.38396  C70 1.089
75 H -10.52109 -2.44347 -1.39207  C70 1.088
76 Cl -9.14212 -2.20172 3.18866  C77 1.784
77 C -10.29346 -3.41680 3.80653  Cl76 1.784, C78 1.508, H80 1.088, H81 1.090
78 C -11.39838 -2.79191 4.62140  C77 1.508, Cl79 1.782, H82 1.089, H83 1.088
79 Cl -10.80402 -2.13307 6.16673  C78 1.782
80 H -9.73264 -4.14680 4.38639  C77 1.088
81 H -10.71792 -3.92276 2.93885  C77 1.090
82 H -12.14642 -3.54541 4.86498  C78 1.089
83 H -11.88815 -1.98667 4.07803  C78 1.088
84 Cl -0.01241 -1.49718 -1.54212  C85 1.778
85 C -1.14569 -2.72014 -0.92516  Cl84 1.778, C86 1.508, H88 1.090, H89 1.089
86 C -2.25766 -2.09948 -0.11714  C85 1.508, Cl87 1.785, H90 1.090, H91 1.088
87 Cl -1.66035 -1.42954 1.42569  C86 1.785
88 H -0.57963 -3.44026 -0.33461  C85 1.090
89 H -1.55665 -3.23763 -1.79136  C85 1.089
90 H -3.00166 -2.85531 0.13272  C86 1.090
91 H -2.75344 -1.30209 -0.66592  C86 1.088
92 Cl 9.72964 -1.03572 -7.53598  C93 1.783
93 C 8.62971 -2.33584 -7.00687  Cl92 1.783, C94 1.508, H96 1.088, H97 1.089
94 C 7.62366 -1.85550 -5.99120  C93 1.508, Cl95 1.783, H98 1.090, H99 1.088
95 Cl 8.38316 -1.45691 -4.42797  C94 1.783
96 H 9.23567 -3.14957 -6.61406  C93 1.088
97 H 8.11153 -2.69329 -7.89584  C93 1.089
98 H 6.89224 -2.63888 -5.79524  C94 1.090
99 H 7.09207 -0.97305 -6.34109  C94 1.088
100 Cl 0.05326 7.95403 -5.47050  C101 1.784
101 C 0.99770 6.45032 -5.30233  Cl100 1.784, C102 1.508, H104 1.088, H105 1.089
102 C 0.11496 5.23951 -5.13607  C101 1.508, Cl103 1.784, H106 1.090, H107 1.088
103 Cl -0.73356 5.23305 -3.56649  C102 1.784
104 H 1.67374 6.56926 -4.45850  C101 1.088
105 H 1.59510 6.34800 -6.20713  C101 1.089
106 H 0.72067 4.33421 -5.16940  C102 1.090
107 H -0.63462 5.17831 -5.92220  C102 1.088
108 Cl 1.65629 -6.80785 1.71370  C109 1.783
109 C 2.30610 -7.66875 3.13330  Cl108 1.783, C110 1.509, H112 1.088, H113 1.090
110 C 1.94818 -6.98273 4.42914  C109 1.509, Cl111 1.781, H114 1.090, H115 1.088
111 Cl 2.78631 -5.42248 4.61618  C110 1.781
112 H 3.38395 -7.75243 3.01145  C109 1.088
113 H 1.88114 -8.67190 3.11748  C109 1.090
114 H 2.24728 -7.60675 5.27083  C110 1.090
115 H 0.87802 -6.80030 4.50273  C110 1.088

Mulliken atomic charge list, values in e, 2 entries: atom 1 (C): -0.81, atom 2 (S): 1.28

---

Record 2
This record from the Open Molecules 2025 dataset describes 3 unconnected molecules or ions with the total composition C33H72Br2N4O2PS. The level of theory is ωB97M-V with the def2-TZVPD basis set.

Values from the calculation:
Net charge ... -1
Total energy ... -7557.52747 Eh
Relative energy (zero: lowest compared OMol25 entry of this formula, charge and spin) ... 39.8 kcal per mole
Frontier orbital gap (spin up / spin down) ... 0.24482 / 0.23127 hartree
2S+1 ... 3
LUMO level (spin up / spin down) ... 0.080 / 0.067 Eh

Each atom is followed by the atoms it is bonded to, with distances in Å.
Atoms and positions in Å:
1 C -1.33989 0.78596 8.14517  C2 1.545, H22 1.088, H23 1.086, H24 1.089
2 C -1.24541 1.14659 6.64582  C1 1.545, C3 1.515, H25 1.085, H26 1.087
3 C -2.58295 1.09510 5.93630  C2 1.515, C4 1.541, H27 1.096, H28 1.091
4 C -2.44812 1.08669 4.40091  C3 1.541, C5 1.556, H29 1.089, H30 1.088
5 C -1.91719 -0.27881 3.87628  C4 1.556, C6 1.551, H31 1.087, H32 1.091
6 C -0.97690 -0.16870 2.64750  C5 1.551, P7 1.917, H33 1.083, H34 1.081
7 P 0.87082 -0.66709 2.76457  C6 1.917, S8 2.253, Br9 2.411, N10 1.788, N13 1.815, C18 1.987
8 S 1.26380 1.23612 3.90385  P7 2.253, H35 1.341
9 Br 0.49994 -2.58899 1.35612  P7 2.411, Br19 2.980
10 N 0.66838 -1.60382 4.27437  P7 1.788, C11 1.435, H36 1.006
11 C 0.01609 -2.87933 4.36193  N10 1.435, C12 1.571, H37 1.084, H38 1.093
12 C -0.29447 -3.14709 5.87826  C11 1.571, H39 1.088, H40 1.088, H41 1.090
13 N 1.31762 0.17788 1.22116  P7 1.815, C14 1.450, H42 1.015
14 C 0.30469 0.58741 0.26850  N13 1.450, C15 1.556, H43 1.089, H44 1.095
15 C 0.98876 0.94373 -1.08304  C14 1.556, C16 1.535, H45 1.089, H46 1.091
16 C 0.48881 2.29583 -1.60966  C15 1.535, C17 1.525, H47 1.090, H48 1.091
17 C 0.98639 3.45804 -0.75671  C16 1.525, H49 1.087, H50 1.089, H51 1.088
18 C 2.81695 -1.02485 2.94735  P7 1.987, Br19 2.009, C20 1.535, H52 1.080
19 Br 3.26449 -2.91108 2.42071  Br9 2.980, C18 2.009
20 C 3.45224 -0.80126 4.32711  C18 1.535, C21 1.556, H53 1.085, H54 1.084
21 C 4.48778 0.36006 4.34638  C20 1.556, H55 1.086, H56 1.088, H57 1.087
22 H -0.37575 0.38925 8.45479  C1 1.088
23 H -1.60308 1.64130 8.75981  C1 1.086
24 H -2.05179 -0.03192 8.24878  C1 1.089
25 H -0.53266 0.45215 6.21308  C2 1.085
26 H -0.77899 2.12219 6.53989  C2 1.087
27 H -3.08668 2.03737 6.17828  C3 1.096
28 H -3.22046 0.28705 6.29746  C3 1.091
29 H -1.77203 1.90310 4.15250  C4 1.089
30 H -3.44845 1.24836 4.00569  C4 1.088
31 H -1.58025 -0.81663 4.75840  C5 1.087
32 H -2.82614 -0.78240 3.54327  C5 1.091
33 H -0.98347 0.89801 2.46272  C6 1.083
34 H -1.47091 -0.69634 1.84389  C6 1.081
35 H 0.91449 2.14581 2.98236  S8 1.341
36 H 0.56205 -1.03401 5.09632  N10 1.006
37 H 0.63087 -3.72587 4.07969  C11 1.084
38 H -0.97279 -2.93519 3.90011  C11 1.093
39 H -1.34922 -2.99599 6.09715  C12 1.088
40 H 0.35057 -2.56251 6.53147  C12 1.088
41 H -0.09636 -4.19297 6.11454  C12 1.090
42 H 1.88027 -0.48615 0.69807  N13 1.015
43 H -0.19291 1.50592 0.57579  C14 1.089
44 H -0.48721 -0.12829 0.02285  C14 1.095
45 H 0.86595 0.14863 -1.81724  C15 1.089
46 H 2.04729 1.07809 -0.85411  C15 1.091
47 H 0.82604 2.44527 -2.63558  C16 1.090
48 H -0.59984 2.26281 -1.54955  C16 1.091
49 H 0.50324 3.45958 0.21668  C17 1.087
50 H 0.71026 4.39907 -1.22953  C17 1.089
51 H 2.06193 3.43151 -0.59749  C17 1.088
52 H 3.39458 -0.43409 2.25110  C18 1.080
53 H 4.03618 -1.68321 4.56666  C20 1.085
54 H 2.79642 -0.63648 5.17386  C20 1.084
55 H 4.76410 0.69498 3.35118  C21 1.086
56 H 4.02814 1.19941 4.86305  C21 1.088
57 H 5.35745 0.09807 4.94444  C21 1.087
58 C 5.61443 0.01684 -4.29127  C59 1.548, H69 1.089, H70 1.089, H71 1.091
59 C 4.47713 1.05473 -4.45304  C58 1.548, C60 1.530, N64 1.495, C68 1.525
60 C 3.14306 0.32857 -4.63511  C59 1.530, C61 1.528, H72 1.095, H73 1.092
61 C 2.99285 -0.32104 -6.01032  C60 1.528, C62 1.528, H74 1.094, H75 1.092
62 C 3.25403 0.69154 -7.12500  C61 1.528, C63 1.531, H76 1.093, H77 1.095
63 C 4.58718 1.42864 -6.97321  C62 1.531, N64 1.492, C66 1.541, C67 1.526
64 N 4.76332 1.97522 -5.59631  C59 1.495, C63 1.492, O65 1.295
65 O 4.03846 3.04110 -5.47647  N64 1.295
66 C 5.74870 0.48059 -7.33005  C63 1.541, H78 1.091, H79 1.091, H80 1.087
67 C 4.66645 2.54442 -8.01163  C63 1.526, H81 1.089, H82 1.090, H83 1.092
68 C 4.45476 1.82078 -3.13484  C59 1.525, H84 1.092, H85 1.089, H86 1.089
69 H 5.73314 -0.26427 -3.24589  C58 1.089
70 H 5.43050 -0.91035 -4.83283  C58 1.089
71 H 6.57122 0.42423 -4.62042  C58 1.091
72 H 2.31947 1.03553 -4.49103  C60 1.095
73 H 3.03457 -0.42918 -3.85655  C60 1.092
74 H 3.66776 -1.17586 -6.10967  C61 1.094
75 H 1.98271 -0.72262 -6.11346  C61 1.092
76 H 3.22898 0.18793 -8.09453  C62 1.093
77 H 2.43531 1.41826 -7.13580  C62 1.095
78 H 6.71019 0.95450 -7.12631  C66 1.091
79 H 5.71911 0.23678 -8.39278  C66 1.091
80 H 5.71804 -0.46875 -6.80196  C66 1.087
81 H 3.82782 3.23550 -7.94571  C67 1.089
82 H 4.65423 2.11822 -9.01515  C67 1.090
83 H 5.58874 3.11808 -7.90174  C67 1.092
84 H 5.39807 2.34455 -2.96702  C68 1.092
85 H 4.30437 1.12819 -2.30741  C68 1.089
86 H 3.64504 2.54732 -3.08717  C68 1.089
87 C -5.54330 -3.29052 -0.61000  C88 1.548, H98 1.090, H99 1.090, H100 1.090
88 C -5.40589 -1.98331 0.20818  C87 1.548, C89 1.530, N93 1.491, C97 1.527
89 C -6.65825 -1.12517 0.01709  C88 1.530, C90 1.529, H101 1.095, H102 1.093
90 C -6.73552 -0.46788 -1.36081  C89 1.529, C91 1.528, H103 1.094, H104 1.093
91 C -5.45364 0.30650 -1.66619  C90 1.528, C92 1.531, H105 1.093, H106 1.095
92 C -4.18381 -0.52960 -1.48991  C91 1.531, N93 1.491, C95 1.541, C96 1.526
93 N -4.17037 -1.24492 -0.18131  C88 1.491, C92 1.491, O94 1.293
94 O -3.87654 -0.40027 0.75217  N93 1.293
95 C -4.05382 -1.53171 -2.65356  C92 1.541, H107 1.091, H108 1.091, H109 1.088
96 C -2.96209 0.37557 -1.62254  C92 1.526, H110 1.089, H111 1.091, H112 1.091
97 C -5.31792 -2.43658 1.66406  C88 1.527, H113 1.091, H114 1.091, H115 1.089
98 H -6.04266 -4.06200 -0.02415  C87 1.090
99 H -6.13563 -3.16990 -1.51671  C87 1.090
100 H -4.56599 -3.68629 -0.88660  C87 1.090
101 H -6.68235 -0.33920 0.77894  C89 1.095
102 H -7.54683 -1.73984 0.18180  C89 1.093
103 H -6.92106 -1.21637 -2.13667  C90 1.094
104 H -7.58861 0.21418 -1.39130  C90 1.093
105 H -5.49090 0.69464 -2.68682  C91 1.093
106 H -5.40860 1.17986 -1.00762  C91 1.095
107 H -3.21222 -2.20571 -2.48791  C95 1.091
108 H -3.87134 -0.99810 -3.58716  C95 1.091
109 H -4.94547 -2.13238 -2.81883  C95 1.088
110 H -2.98105 1.20847 -0.92081  C96 1.089
111 H -2.92263 0.80066 -2.62650  C96 1.091
112 H -2.03996 -0.18383 -1.45817  C96 1.091
113 H -4.43496 -3.05766 1.82484  C97 1.091
114 H -6.19976 -3.02654 1.91634  C97 1.091
115 H -5.28118 -1.59980 2.35959  C97 1.089

Mulliken atomic charge list, values in e, 2 entries: atom 1 (C): -1.59, atom 2 (C): 0.76